1.
ORCA calculation (wB97M-V/def2-TZVPD) on a gas-phase ion, CH5N2O (charge +1).

Each atom is followed by the atoms it is bonded to, with distances in Å.
Geometry (Å):
1 C -0.28 -0.29 -0.27  N3 1.509, O4 1.282, H5 1.124
2 N 2.01 -0.24 -1.25  O4 1.327, H6 1.034
3 N -0.84 0.43 0.93  C1 1.509, H7 0.987, H8 1.094, H9 0.998
4 O 0.92 0.06 -0.55  C1 1.282, N2 1.327
5 H -0.85 -1.21 -0.55  C1 1.124
6 H 1.90 -0.76 -2.14  N2 1.034
7 H -0.46 1.34 0.94  N3 0.987
8 H -0.59 0.03 1.91  N3 1.094
9 H -1.82 0.63 0.97  N3 0.998

Values from the calculation:
**Orbital gap (alpha / beta)**: 8.98 / 9.60 eV
**E_HOMO (alpha / beta)**: -13.8 / -14.7 eV
**Charge**: +1
**Lowest unoccupied orbital energy (alpha / beta)**: -4.9 / -5.1 eV
**Multiplicity**: 1


2.
ORCA calculation (wB97M-V/def2-TZVPD) on a gas-phase ion, CH5N2O (charge +1).

Each atom is followed by the atoms it is bonded to, with distances in Å.
Geometry (Å):
1 C 0.76 -0.22 0.46  N2 1.450, N3 1.450, O4 1.351, H5 1.145
2 N 1.80 0.69 0.03  C1 1.450, O4 1.393, H6 1.107
3 N -0.59 -0.23 -0.07  C1 1.450, H7 1.071, H8 1.048, H9 1.062
4 O 1.86 -0.68 -0.17  C1 1.351, N2 1.393
5 H 0.63 -0.44 1.58  C1 1.145
6 H 1.50 1.04 -0.98  N2 1.107
7 H -1.14 -0.76 0.69  N3 1.071
8 H -0.72 -0.70 -0.99  N3 1.048
9 H -1.10 0.70 -0.05  N3 1.062

Values from the calculation:
**Orbital gap**: 10.86 eV
**E_HOMO**: -15.4 eV
**SMILES**: [NH3+][C@@H]1NO1
**Charge**: +1
**Lowest unoccupied orbital energy**: -4.6 eV
**Multiplicity**: 1


Need the numbers? Relative energies in kJ/mol: 1 194.1; 2 0.0.


1.
ORCA calculation (wB97M-V/def2-TZVPD) on a gas-phase ion, C4H8NS (charge +1).

Each atom is followed by the atoms it is bonded to, with distances in Å.
Geometry (Å):
1 C 0.32 -1.06 0.51  C2 1.354, N5 1.457, H7 1.156
2 C 1.62 -1.09 0.13  C1 1.354, S6 1.768, H8 1.168
3 C 0.23 1.38 0.63  N5 1.450, H9 1.084, H10 1.163
4 C -1.25 0.07 -0.90  N5 1.567, H11 1.119, H12 1.171, H13 1.195
5 N -0.50 0.14 0.47  C1 1.457, C3 1.450, C4 1.567, H14 1.053
6 S 2.48 0.37 -0.39  C2 1.768
7 H -0.11 -2.08 0.85  C1 1.156
8 H 2.10 -2.08 -0.24  C2 1.168
9 H 0.02 2.14 -0.11  C3 1.084
10 H 0.63 1.74 1.67  C3 1.163
11 H -0.60 0.18 -1.80  C4 1.119
12 H -1.90 -0.90 -1.05  C4 1.171
13 H -1.91 1.05 -1.08  C4 1.195
14 H -1.13 0.16 1.32  N5 1.053

Values from the calculation:
**Orbital gap (alpha / beta)**: 7.21 / 7.01 eV
**E_HOMO (alpha / beta)**: -13.1 / -13.1 eV
**Charge**: +1
**Lowest unoccupied orbital energy (alpha / beta)**: -5.9 / -6.1 eV
**Multiplicity**: 1


2.
ORCA calculation (wB97M-V/def2-TZVPD) on 2 unconnected molecules or ions with the total composition C4H8NS.

Each atom is followed by the atoms it is bonded to, with distances in Å.
Geometry (Å):
1 C -2.50 0.87 -0.44  C2 1.198, H7 1.036
2 C -1.53 0.17 -0.42  C1 1.198
3 C 1.26 1.77 0.14  S6 1.830, H8 1.062, H9 1.118, H10 1.098
4 C 0.24 -0.67 0.26  N5 1.466, S6 1.752, H11 1.139
5 N 0.16 -2.09 -0.10  C4 1.466, H12 1.139, H13 0.977, H14 1.010
6 S 1.53 0.12 -0.61  C3 1.830, C4 1.752
7 H -3.44 1.30 -0.46  C1 1.036
8 H 0.72 1.50 1.02  C3 1.062
9 H 0.48 2.32 -0.44  C3 1.118
10 H 2.22 2.29 0.21  C3 1.098
11 H 0.12 -0.47 1.37  C4 1.139
12 H 1.03 -2.25 -0.82  N5 1.139
13 H -0.75 -2.26 -0.42  N5 0.977
14 H 0.47 -2.60 0.71  N5 1.010

Values from the calculation:
**Orbital gap**: 9.21 eV
**E_HOMO**: -13.7 eV
**Charge**: +1
**Lowest unoccupied orbital energy**: -4.5 eV
**Multiplicity**: 1


3.
ORCA calculation (wB97M-V/def2-TZVPD) on 2 unconnected molecules or ions with the total composition C4H8NS.

Each atom is followed by the atoms it is bonded to, with distances in Å.
Geometry (Å):
1 C 0.15 2.07 -1.62  C2 1.207, H7 1.100, H8 1.161
2 C -0.99 1.69 -1.59  C1 1.207, H9 1.102
3 C 1.03 -0.48 1.12  N5 1.577, S6 1.810, H10 1.091, H11 1.121
4 C -0.41 -0.95 -0.44  N5 1.456, S6 1.778, H12 1.061
5 N -0.35 -1.25 0.99  C3 1.577, C4 1.456, H13 1.057, H14 1.037
6 S 1.29 -0.49 -0.67  C3 1.810, C4 1.778
7 H 0.82 2.92 -1.79  C1 1.100
8 H 0.92 1.20 -1.50  C1 1.161
9 H -1.82 1.02 -1.30  C2 1.102
10 H 0.93 0.44 1.70  C3 1.091
11 H 1.86 -1.13 1.50  C3 1.121
12 H -0.99 -1.60 -1.04  C4 1.061
13 H -0.29 -2.30 1.03  N5 1.057
14 H -1.13 -0.92 1.59  N5 1.037

Values from the calculation:
**Orbital gap (alpha / beta)**: 6.87 / 7.84 eV
**E_HOMO (alpha / beta)**: -11.5 / -11.9 eV
**Charge**: +1
**Lowest unoccupied orbital energy (alpha / beta)**: -4.7 / -4.1 eV
**Multiplicity**: 1


Need the numbers? Relative energies in kJ/mol: 1 0.0; 2 87.4; 3 241.4.


1.
ORCA calculation (wB97M-V/def2-TZVPD) on 2 unconnected molecules or ions with the total composition C4H8NS.

Each atom is followed by the atoms it is bonded to, with distances in Å.
Geometry (Å):
1 C -1.88 -1.29 -0.48  C2 1.280, H7 1.095, H13 1.064
2 C -1.46 -0.14 -0.09  C1 1.280, C3 1.293
3 C -0.98 0.97 0.36  C2 1.293, H8 1.019, H9 1.090
4 C 1.34 0.04 0.24  N5 1.325, S6 1.723, H10 1.012
5 N 1.95 0.76 -0.69  C4 1.325, H11 1.016, H12 0.989
6 S 1.20 -1.67 0.04  C4 1.723, H14 1.375
7 H -2.81 -1.18 -1.05  C1 1.095
8 H -1.22 1.24 1.31  C3 1.019
9 H -0.51 1.64 -0.36  C3 1.090
10 H 1.05 0.45 1.12  C4 1.012
11 H 1.63 1.71 -0.88  N5 1.016
12 H 2.43 0.20 -1.34  N5 0.989
13 H -1.29 -2.13 -0.19  C1 1.064
14 H 1.41 -2.09 1.33  S6 1.375

Values from the calculation:
**Orbital gap**: 8.74 eV
**E_HOMO**: -14.0 eV
**Charge**: +1
**Lowest unoccupied orbital energy**: -5.2 eV
**Multiplicity**: 1


2.
ORCA calculation (wB97M-V/def2-TZVPD) on 2 unconnected molecules or ions with the total composition C4H8NS.

Each atom is followed by the atoms it is bonded to, with distances in Å.
Geometry (Å):
1 C -1.70 -1.09 -0.59  C2 1.515, N5 1.241, H7 1.080
2 C -2.06 -0.70 0.83  C1 1.515, N5 1.562, H8 1.049, H9 1.074
3 C 1.13 1.63 0.02  C4 1.464, H10 1.055, H11 1.141, H12 1.047
4 C 1.16 0.21 -0.33  C3 1.464, S6 1.815, H13 1.114
5 N -0.76 -0.52 -0.02  C1 1.241, C2 1.562
6 S 2.13 -0.98 0.64  C4 1.815, H14 1.375
7 H -2.08 -1.57 -1.49  C1 1.080
8 H -2.58 0.21 0.92  C2 1.049
9 H -2.03 -1.36 1.67  C2 1.074
10 H 1.69 2.25 -0.62  C3 1.055
11 H 0.03 1.84 -0.17  C3 1.141
12 H 1.35 1.87 1.01  C3 1.047
13 H 1.24 -0.11 -1.39  C4 1.114
14 H 2.49 -1.71 -0.47  S6 1.375

Values from the calculation:
**Orbital gap**: 9.44 eV
**E_HOMO**: -14.3 eV
**Charge**: +1
**Lowest unoccupied orbital energy**: -4.9 eV
**Multiplicity**: 1


Need the numbers? Relative energies in kJ/mol: 1 0.0; 2 54.9.


1.
ORCA calculation (wB97M-V/def2-TZVPD) on a gas-phase ion, C4H8NS (charge +1).

Each atom is followed by the atoms it is bonded to, with distances in Å.
Geometry (Å):
1 C 2.30 0.10 -0.55  C2 1.268, N5 1.493, H7 1.126
2 C 1.99 -1.07 -0.15  C1 1.268, N5 1.475, H8 1.121
3 C -2.50 0.03 -0.44  S6 1.801, H9 1.108, H10 1.124, H11 1.095
4 C -0.06 0.39 0.62  N5 1.451, S6 1.820, H12 1.064, H13 1.026
5 N 1.34 0.02 0.60  C1 1.493, C2 1.475, C4 1.451, H14 1.077
6 S -1.14 -1.00 0.16  C3 1.801, C4 1.820
7 H 2.98 0.86 -1.01  C1 1.126
8 H 1.99 -2.19 -0.24  C2 1.121
9 H -3.25 -0.73 -0.71  C3 1.108
10 H -1.97 0.39 -1.36  C3 1.124
11 H -2.95 0.79 0.20  C3 1.095
12 H -0.25 0.94 1.51  C4 1.064
13 H -0.31 1.07 -0.12  C4 1.026
14 H 1.84 0.39 1.48  N5 1.077

Values from the calculation:
**Orbital gap**: 8.92 eV
**E_HOMO**: -12.9 eV
**SMILES**: CSC[NH+]1C=C1
**Charge**: +1
**Lowest unoccupied orbital energy**: -4.0 eV
**Multiplicity**: 1


2.
ORCA calculation (wB97M-V/def2-TZVPD) on 2 unconnected molecules or ions with the total composition C4H8NS.

Each atom is followed by the atoms it is bonded to, with distances in Å.
Geometry (Å):
1 C 0.99 2.27 0.09  C2 1.227, H7 1.025
2 C 0.83 1.06 -0.04  C1 1.227, C4 1.358
3 C 1.00 -1.19 -0.89  C4 1.426, H8 1.103, H9 1.078, H10 1.091
4 C 0.68 -0.27 0.16  C2 1.358, C3 1.426, N5 1.314
5 N 0.29 -0.72 1.33  C4 1.314, H12 0.998, H13 0.981
6 S -2.28 0.24 0.04  H11 1.270, H14 1.319
7 H 0.96 3.29 -0.03  C1 1.025
8 H 0.05 -1.37 -1.42  C3 1.103
9 H 1.34 -2.15 -0.55  C3 1.078
10 H 1.45 -0.60 -1.70  C3 1.091
11 H -2.68 -0.04 -1.14  S6 1.270
12 H 0.33 -1.69 1.56  N5 0.998
13 H -0.08 -0.08 1.97  N5 0.981
14 H -2.88 1.26 0.62  S6 1.319

Values from the calculation:
**Orbital gap**: 8.07 eV
**E_HOMO**: -13.6 eV
**Charge**: +1
**Lowest unoccupied orbital energy**: -5.5 eV
**Multiplicity**: 1


Need the numbers? Relative energies in kJ/mol: 1 94.5; 2 0.0.